1.
14
Properties=species:S:1:pos:R:3 method="wB97M-V/def2-TZVPD" e_above_lowest_ev=2.096 total_energy_ev=-14929.23847 charge=-1 gap_ev=9.4 smiles="C#C[C@@](N)(C(=O)[O-])C(=O)O" e_homo_ev=-5.500
C 1.37382 1.97365 -1.20311
C 0.86962 1.08485 -0.63379
C -0.11688 -0.15729 0.37129
N -0.11724 0.16602 1.69688
C -1.62275 -0.05103 -0.16719
O -1.83683 -0.55744 -1.28834
O -2.40329 0.64600 0.46165
C 0.76209 -1.29330 0.02255
O 1.70409 -1.52618 0.72321
O 0.41998 -1.96790 -1.06976
H 1.85488 2.47019 -1.98294
H -0.96215 0.68819 1.89906
H 0.50549 0.08233 2.41702
H -0.43082 -1.55810 -1.24653


2.
9
Properties=species:S:1:pos:R:3 method="wB97M-V/def2-TZVPD" e_above_lowest_ev=6.678 total_energy_ev=-20105.94801 charge=-1 gap_ev="7.5 / 6.3" e_homo_ev="-4.034 / -2.892"
C 1.71108 0.09321 1.06492
O 0.18375 1.72446 -0.28782
O -0.77607 0.57088 1.60714
O -1.79279 -0.34162 -1.93696
O -0.73698 -1.09848 -1.37729
S 0.18231 0.56268 0.55451
H 1.81112 -0.67425 1.81605
H 2.10049 -0.20376 0.11395
H -2.68291 -0.63312 -1.55450


3.
34
Properties=species:S:1:pos:R:3 method="wB97M-V/def2-TZVPD" e_above_lowest_ev=3.087 total_energy_ev=-18355.25538 gap_ev=8.9 smiles=Cc1c[nH]c2ccccc12.Cc1ccccc1 e_homo_ev=-8.046
C 4.82957 1.16420 0.01625
C 3.53246 0.51938 -0.34296
C 3.15011 -0.78862 -0.08876
N 1.77554 -0.88197 -0.50392
C 1.29133 0.41257 -0.81927
C -0.06938 0.80772 -1.32320
C -0.23194 2.01302 -1.87867
C 0.95162 2.85514 -1.82059
C 2.17071 2.63852 -1.25854
C 2.39651 1.25794 -0.92087
H 4.74699 1.91975 0.75537
H 5.34926 1.61895 -0.92674
H 5.56443 0.56454 0.36018
H 3.67056 -1.59122 0.38220
H 1.22623 -1.58991 -0.06146
H -0.96317 0.19995 -1.31740
H -1.16168 2.26566 -2.31033
H 0.66429 3.85773 -2.07354
H 3.07531 3.27231 -1.51965
C -0.70057 -1.33299 2.26345
C -2.04372 -1.36107 1.69570
C -2.90767 -0.23426 1.63843
C -4.12011 -0.26460 0.92072
C -4.50803 -1.46147 0.26180
C -3.60938 -2.55321 0.21152
C -2.48541 -2.47058 1.13432
H 0.17325 -0.97738 1.65853
H -0.63748 -2.40940 2.61806
H -0.69656 -0.80411 3.23706
H -2.76780 0.61992 2.35132
H -4.82240 0.50578 1.20384
H -5.48915 -1.49528 -0.27112
H -3.92948 -3.49141 -0.18299
H -2.30805 -3.50208 1.48809